Density functional theory data (the ωB97M-V functional and the def2-TZVPD basis) for a gas-phase ion, C2H6O2P (charge -1) at a distorted geometry.

SMILES ... CC[P@@H](=O)[O-]
LUMO level ... 4.292 eV
Frontier orbital gap ... 0.3200 Eh
Highest occupied orbital energy ... -4.415 eV
ΔE to the lowest compared entry with this formula, charge and spin ... 25.8 kJ/mol

The geometry in ORCA input format:
```
! wB97M-V def2-TZVPD RIJCOSX def2/J DEFGRID3
* xyz -1 1
P 1.47 -0.05 0.29
O 1.55 -1.48 -0.11
O 2.48 0.85 -0.32
C -0.23 0.52 -0.34
C -1.36 -0.34 -0.02
H -2.30 0.18 0.14
H 1.54 0.10 1.67
H -1.20 -0.80 0.93
H 0.26 0.61 -1.42
H -0.60 1.52 -0.04
H -1.62 -1.12 -0.78
*
```


Density functional theory data (the ωB97M-V functional and the def2-TZVPD basis) for 2 unconnected molecules or ions with the total composition C2H6O2P at a distorted geometry.

⟨S²⟩ ... 2.007
LUMO level (spin up / spin down) ... -6.874 / -6.777 eV
Frontier orbital gap (spin up / spin down) ... 0.2498 / 0.2941 Eh
Highest occupied orbital energy (spin up / spin down) ... -13.671 / -14.781 eV
ΔE to the lowest compared entry with this formula, charge and spin ... 46.4 kJ/mol

The geometry in ORCA input format:
```
! wB97M-V def2-TZVPD RIJCOSX def2/J DEFGRID3
* xyz 1 3
P 1.63 1.62 -0.02
O -0.92 0.52 0.01
O 2.43 0.35 0.03
C -2.04 1.22 0.00
C 2.33 -1.05 0.02
H -2.17 1.84 -0.90
H 1.49 -1.37 -0.60
H 2.17 -1.40 1.05
H -2.19 1.83 0.91
H -2.87 0.49 -0.02
H 3.27 -1.46 -0.36
*
```


Density functional theory data (the ωB97M-V functional and the def2-TZVPD basis) for 3 unconnected molecules or ions with the total composition C2H6O2S at a distorted geometry.

SMILES ... C=O.C=S.O
LUMO level (spin up / spin down) ... -0.493 / -0.493 eV
Frontier orbital gap (spin up / spin down) ... 0.3145 / 0.3145 Eh
Highest occupied orbital energy (spin up / spin down) ... -9.051 / -9.051 eV
ΔE to the lowest compared entry with this formula, charge and spin ... 245.1 kJ/mol

The geometry in ORCA input format:
```
! wB97M-V def2-TZVPD RIJCOSX def2/J DEFGRID3
* xyz 0 1
S -0.05 1.75 -0.42
O 2.19 -0.15 -2.54
O -1.14 -0.98 1.53
C -1.43 0.88 -0.28
C -0.13 -0.97 2.14
H 1.29 -0.01 -2.84
H 0.15 -1.25 3.14
H 2.13 0.14 -1.69
H -1.70 0.27 -1.15
H -2.11 0.95 0.47
H 0.81 -0.62 1.64
*
```


Density functional theory data (the ωB97M-V functional and the def2-TZVPD basis) for 2 unconnected molecules or ions with the total composition C2H6O2S at a distorted geometry.

LUMO level (spin up / spin down) ... -1.644 / -0.313 eV
Frontier orbital gap (spin up / spin down) ... 0.2820 / 0.3296 Eh
Highest occupied orbital energy (spin up / spin down) ... -9.318 / -9.280 eV
ΔE to the lowest compared entry with this formula, charge and spin ... 381.1 kJ/mol

The geometry in ORCA input format:
```
! wB97M-V def2-TZVPD RIJCOSX def2/J DEFGRID3
* xyz 0 1
S 1.05 -0.41 -0.09
O 1.94 -0.47 1.06
O 1.62 -0.62 -1.40
C -0.30 -1.63 0.15
C -0.67 2.16 -0.11
H -1.66 1.85 -0.13
H -0.09 1.93 -0.95
H -0.79 -1.41 1.05
H 0.25 -2.62 0.23
H -1.06 -1.44 -0.65
H -0.29 2.64 0.84
*
```


Density functional theory data (the ωB97M-V functional and the def2-TZVPD basis) for 2 unconnected molecules or ions with the total composition C2H6O2S at a distorted geometry.

LUMO level ... 0.544 eV
Frontier orbital gap ... 0.3402 Eh
Highest occupied orbital energy ... -8.714 eV
ΔE to the lowest compared entry with this formula, charge and spin ... 297.7 kJ/mol

The geometry in ORCA input format:
```
! wB97M-V def2-TZVPD RIJCOSX def2/J DEFGRID3
* xyz 0 1
S -1.13 1.00 0.11
O 1.35 0.57 1.53
O -0.89 1.54 -1.21
C -0.88 -0.87 -0.08
C 2.54 0.67 1.49
H -1.34 -1.27 0.78
H 3.20 0.37 2.30
H -1.05 -1.41 -0.96
H 0.15 -0.93 -0.04
H -2.55 1.15 0.27
H 3.16 1.20 0.71
*
```


Density functional theory data (the ωB97M-V functional and the def2-TZVPD basis) for a single C2H6O2S3 molecule at a distorted geometry.

SMILES ... CS(=O)#S#S(C)=O
LUMO level ... -0.422 eV
Frontier orbital gap ... 0.3232 Eh
Highest occupied orbital energy ... -9.217 eV
ΔE to the lowest compared entry with this formula, charge and spin ... 130.9 kJ/mol

The geometry in ORCA input format:
```
! wB97M-V def2-TZVPD RIJCOSX def2/J DEFGRID3
* xyz 0 1
S 1.16 -1.14 -0.30
S -0.60 1.09 -1.32
S 0.37 0.85 0.57
O 2.51 -1.04 -0.78
O -1.03 -0.32 -1.69
C 1.53 -1.93 1.36
C -2.07 2.09 -0.73
H -2.51 1.53 0.00
H -2.66 2.09 -1.62
H 2.07 -2.95 1.09
H -1.75 3.06 -0.35
H 0.65 -2.16 2.02
H 2.31 -1.18 1.74
*
```


Density functional theory data (the ωB97M-V functional and the def2-TZVPD basis) for 2 unconnected molecules or ions with the total composition C2H6O2SSi at a distorted geometry.

⟨S²⟩ ... 2.009
LUMO level (spin up / spin down) ... 0.394 / -2.501 eV
Frontier orbital gap (spin up / spin down) ... 0.2695 / 0.3213 Eh
Highest occupied orbital energy (spin up / spin down) ... -6.939 / -11.244 eV
ΔE to the lowest compared entry with this formula, charge and spin ... 117.2 kJ/mol

The geometry in ORCA input format:
```
! wB97M-V def2-TZVPD RIJCOSX def2/J DEFGRID3
* xyz 0 3
S -0.18 -0.72 0.23
Si 0.88 1.46 2.35
O 0.75 -1.85 0.42
O -1.34 -0.58 1.20
C -0.89 -0.83 -1.47
C -0.25 -0.43 -2.53
H -0.59 -0.25 -3.46
H 0.72 1.39 3.80
H -0.20 1.86 1.64
H 0.86 -0.16 -2.55
H -2.03 -1.09 -1.44
H 2.27 1.20 1.81
*
```


Density functional theory data (the ωB97M-V functional and the def2-TZVPD basis) for 2 unconnected molecules or ions with the total composition C2H6O2Si at a distorted geometry.

SMILES ... C[SiH]=O.C=O
LUMO level ... 0.257 eV
Frontier orbital gap ... 0.3750 Eh
Highest occupied orbital energy ... -9.947 eV
ΔE to the lowest compared entry with this formula, charge and spin ... 232.5 kJ/mol

The geometry in ORCA input format:
```
! wB97M-V def2-TZVPD RIJCOSX def2/J DEFGRID3
* xyz 0 1
Si 1.12 -0.20 -0.67
O 0.58 0.55 -1.89
O -1.98 -0.74 -0.16
C -2.31 0.07 -0.99
C 0.58 0.30 1.01
H 1.46 0.48 1.60
H -3.12 -0.06 -1.68
H 0.05 1.20 0.80
H -0.12 -0.52 1.22
H -1.80 1.09 -1.21
H 2.18 -1.23 -0.83
*
```


Density functional theory data (the ωB97M-V functional and the def2-TZVPD basis) for 2 unconnected molecules or ions with the total composition C2H6O3.

SMILES ... O/C=C\O.O
LUMO level ... 0.452 eV
Frontier orbital gap ... 0.3344 Eh
Highest occupied orbital energy ... -8.648 eV
ΔE to the lowest compared entry with this formula, charge and spin ... 176.7 kJ/mol

The geometry in ORCA input format:
```
! wB97M-V def2-TZVPD RIJCOSX def2/J DEFGRID3
* xyz 0 1
O 1.94 -0.03 0.33
O -2.38 -0.30 1.32
O -0.21 1.47 -0.55
C 0.98 -0.58 -0.47
C -0.05 0.15 -0.90
H 0.59 1.70 -0.03
H -1.44 -0.31 1.57
H -2.39 0.38 0.62
H -0.85 -0.21 -1.53
H 2.70 -0.65 0.34
H 1.12 -1.62 -0.70
*
```


Density functional theory data (the ωB97M-V functional and the def2-TZVPD basis) for 2 unconnected molecules or ions with the total composition C2H6O3 at a distorted geometry.

SMILES ... O=CO.CO
LUMO level ... 0.516 eV
Frontier orbital gap ... 0.3980 Eh
Highest occupied orbital energy ... -10.313 eV
ΔE to the lowest compared entry with this formula, charge and spin ... 167.4 kJ/mol

The geometry in ORCA input format:
```
! wB97M-V def2-TZVPD RIJCOSX def2/J DEFGRID3
* xyz 0 1
O -0.67 1.18 1.56
O 1.59 1.73 1.50
O -1.26 -1.30 -1.17
C 0.11 -1.07 -1.25
C 0.66 0.97 1.50
H 0.53 -1.58 -2.16
H 0.75 -0.02 1.34
H 0.32 0.01 -1.26
H -0.85 2.18 1.61
H 0.65 -1.61 -0.38
H -1.83 -0.49 -1.29
*
```